C5H10O2 in the gas phase. Source: OMol25; level of theory: ωB97M-V with the def2-TZVPD basis set.

The geometry in XYZ format:
```
17
Properties=species:S:1:pos:R:3:forces:R:3
O 2.13888 0.24575 0.65896 1.808 1.229 0.830
C 2.05219 -0.92059 -0.11739 -1.132 1.158 0.099
C 0.43031 -0.84307 -0.40918 0.485 -0.834 -0.231
C -0.47929 0.47149 -0.24768 0.481 -0.303 -0.044
C -1.99507 0.20762 -0.54669 0.230 -0.286 -0.415
O -2.40064 0.66233 0.74653 0.120 -0.027 -0.015
C -1.03998 0.90098 1.13534 0.522 -0.053 0.207
H 2.16939 0.97194 0.04284 -0.031 0.600 0.004
H 2.64607 -1.64318 0.50735 -1.823 -0.339 -0.485
H 2.68534 -0.88612 -1.04129 -0.825 0.287 0.324
H -0.07468 -1.57601 0.22237 0.015 -0.278 -0.309
H 0.34947 -1.08827 -1.46355 -0.511 -0.521 -0.142
H -0.13378 1.33952 -0.82794 0.201 -0.384 0.137
H -2.24809 -0.84914 -0.70551 0.057 0.093 0.039
H -2.46875 0.80171 -1.34464 0.302 -0.118 0.153
H -0.90018 1.95129 1.42918 0.128 -0.255 -0.141
H -0.73118 0.25374 1.96132 -0.027 0.031 -0.012
```
Positions in Å, forces in eV/Å.

Values from the calculation:
ΔE to the lowest compared entry with this formula, charge and spin = 359.6 kJ/mol
SMILES = OCCC1COC1
frontier orbital gap = 0.3822 Ha
HOMO level = -0.3517 Ha
lowest unoccupied orbital energy = 0.0305 Eh


C13H10O3 in the gas phase. Source: OMol25; level of theory: ωB97M-V with the def2-TZVPD basis set.

The geometry in XYZ format:
```
26
Properties=species:S:1:pos:R:3:forces:R:3
C -1.54313 1.95293 -2.61598 -0.331 0.337 0.263
C -2.66852 2.84979 -2.76436 2.267 -1.600 0.755
C -0.61367 1.22414 -2.28375 -0.980 0.594 0.877
C -3.59246 3.57694 -2.50726 -0.669 0.152 -0.130
O 1.36044 -3.47722 2.45598 -3.609 -0.644 2.715
O 2.76891 -0.76540 1.94524 -2.220 2.126 -1.555
O 1.74282 -0.86136 -0.22599 0.777 -0.991 0.919
C 3.61146 -1.74286 2.11230 3.600 -1.581 1.059
C -0.33363 -0.23226 0.54718 1.348 -0.224 2.126
C 3.19475 -2.93550 1.75598 3.485 0.889 -1.631
C 0.35596 -0.72456 1.62363 -0.721 0.213 -1.337
C 0.52077 0.47207 -1.75383 -0.933 -0.275 -0.635
C 0.59770 -0.19934 -0.56008 -0.125 0.889 -1.757
C -4.92127 4.18232 -2.26186 0.690 -0.394 -2.748
C 1.83801 -2.87580 1.31200 0.899 0.137 -1.307
C 1.70317 -1.32772 1.16342 -3.017 1.977 0.136
H 1.88765 -3.20946 3.27148 -0.939 -0.325 -1.901
H 4.59918 -1.51809 2.55382 -0.885 0.089 -0.067
H -1.31554 0.22726 0.57297 0.265 -0.033 -0.150
H 3.68835 -3.81262 2.01685 0.827 -1.396 -0.091
H 0.02315 -0.65349 2.66213 0.183 -0.458 -0.428
H 1.26881 0.41329 -2.54667 0.460 -0.271 0.821
H -5.41452 4.24451 -3.29461 0.425 0.110 1.492
H -4.88864 5.16259 -1.82096 -0.026 0.217 0.311
H -5.44321 3.44391 -1.69909 -0.754 -0.158 0.694
H 1.57346 -3.41408 0.34147 -0.015 0.620 1.568
```
Positions in Å, forces in eV/Å.

Values from the calculation:
ΔE to the lowest compared entry with this formula, charge and spin = 609.2 kJ/mol
SMILES = CC#CC#C/C=C1\C=C[C@]2(OC=C[C@H]2O)O1
frontier orbital gap = 0.2934 Ha
HOMO level = -0.2914 Ha
lowest unoccupied orbital energy = 0.0019 Eh


C6H6O2 in the gas phase. Source: OMol25; level of theory: ωB97M-V with the def2-TZVPD basis set.

The geometry in XYZ format:
```
14
Properties=species:S:1:pos:R:3:forces:R:3
C -1.58339 -0.63598 0.68878 -0.152 0.479 -1.256
C -1.74344 -0.13127 -0.55094 -0.193 0.553 0.050
C 0.34041 0.76967 -1.59450 -0.869 -0.808 -1.113
C 1.34696 0.56245 -0.74760 0.417 -0.039 1.008
C 1.48241 0.06976 0.62755 0.754 0.080 -0.399
C 0.68800 -0.50274 1.52765 -0.733 -0.087 -0.123
H -2.52376 -0.93488 1.09558 -0.351 -0.285 0.349
H -2.81650 -0.08649 -0.80833 0.873 -0.052 -0.208
H 0.56400 1.09571 -2.63185 -0.251 -0.023 0.990
H 2.30690 0.87261 -1.15404 -0.215 0.022 -0.055
H 2.51578 0.10522 1.04229 -0.849 0.222 -0.548
H 1.03356 -0.76271 2.48927 0.938 -0.197 0.765
O -0.60882 -0.87453 1.56777 0.134 0.180 -0.188
O -1.00211 0.45317 -1.55162 0.498 -0.044 0.727
```
Positions in Å, forces in eV/Å.

Values from the calculation:
ΔE to the lowest compared entry with this formula, charge and spin = 220.3 kJ/mol
SMILES = c1ccoccoc1
frontier orbital gap = 0.3472 Ha
HOMO level = -0.3159 Ha
lowest unoccupied orbital energy = 0.0313 Eh


C23H29ClN2O3 in the gas phase. Source: OMol25; level of theory: ωB97M-V with the def2-TZVPD basis set.

The geometry in XYZ format:
```
58
Properties=species:S:1:pos:R:3:forces:R:3
C 3.14587 -1.07423 -0.64941 0.235 -0.077 -0.044
H 3.25893 -1.56998 -1.61863 -0.006 0.001 0.038
O 1.82716 -0.62755 -0.45152 -0.523 0.039 0.024
C 0.81589 -1.54698 -0.46078 -0.048 0.214 -0.026
C 1.00526 -2.91469 -0.58901 0.004 0.147 -0.146
C -0.06810 -3.79513 -0.60574 -0.053 0.095 -0.160
C -1.35709 -3.28975 -0.53349 0.196 -0.085 -0.117
C -1.56235 -1.93052 -0.38939 0.138 0.237 0.006
C -0.49377 -1.05156 -0.33247 -0.004 -0.075 0.011
O -0.76607 0.29680 -0.22308 0.144 -0.203 -0.252
C -0.21918 0.94459 0.91154 0.171 0.139 0.558
H -0.74430 0.62878 1.82315 0.030 0.103 -0.134
H 0.84400 0.70870 1.02997 -0.168 0.056 -0.013
C -0.34074 2.46222 0.78790 -0.094 -0.535 -0.213
O -0.09762 3.18941 1.72970 0.141 0.087 0.392
N -0.70859 2.88226 -0.42954 -0.127 -0.010 -0.405
H -0.89154 2.17769 -1.12897 0.020 -0.016 0.088
C -0.86924 4.27356 -0.78927 -0.008 0.007 -0.133
C 0.13977 4.67022 -1.86936 0.023 0.250 0.335
C -0.02885 6.14094 -2.23834 -0.065 -0.172 -0.300
C -1.45092 6.41150 -2.71976 0.052 0.216 0.255
C -2.45931 6.01466 -1.64592 -0.059 -0.173 -0.302
C -2.29473 4.54417 -1.27333 0.105 0.242 0.316
H -2.50036 3.91934 -2.14655 -0.036 -0.083 -0.051
H -3.00315 4.27255 -0.48870 -0.006 -0.093 -0.013
H -3.47532 6.19272 -2.00380 -0.024 0.055 0.077
H -2.30365 6.63060 -0.75782 -0.045 0.064 0.060
H -1.64232 5.83568 -3.62834 -0.022 0.000 -0.088
H -1.56556 7.46923 -2.96415 -0.023 -0.002 -0.091
H 0.68710 6.41066 -3.01732 0.050 0.060 0.058
H 0.18040 6.75796 -1.36207 0.061 0.072 0.035
H -0.02053 4.04878 -2.75436 0.015 -0.081 -0.059
H 1.15200 4.48593 -1.50501 0.009 -0.092 -0.016
H -0.67306 4.84421 0.12481 -0.032 -0.025 -0.125
H -2.55992 -1.52571 -0.31738 -0.101 0.091 0.021
H -2.20429 -3.95824 -0.57526 -0.111 -0.071 0.016
C 0.15485 -5.28900 -0.63219 -0.166 -0.051 -0.048
N -0.27850 -5.97112 0.57673 -0.228 -0.182 -0.026
H -1.23810 -5.71592 0.78536 0.131 -0.123 -0.026
C 0.55398 -5.77439 1.74747 -0.116 -0.077 0.065
C 0.75719 -4.34953 2.21660 0.042 -0.034 0.117
C 2.03282 -3.79897 2.26165 -0.095 -0.039 0.149
C 2.24641 -2.49747 2.67821 0.097 0.046 0.037
C 1.17412 -1.70557 3.04952 0.052 -0.014 0.004
C -0.10482 -2.23085 3.02354 -0.056 -0.014 0.007
C -0.30035 -3.54189 2.62406 0.316 0.114 0.028
Cl -1.91527 -4.16647 2.66301 -0.277 -0.090 0.136
H -0.95139 -1.63408 3.32639 -0.100 0.034 0.015
H 1.32953 -0.68646 3.36865 0.008 0.108 0.034
H 3.25012 -2.10035 2.71815 0.091 0.036 -0.004
H 2.87302 -4.41245 1.96752 0.078 -0.082 -0.057
H 1.53256 -6.21384 1.52912 -0.033 0.024 0.130
H 0.09621 -6.35175 2.55751 0.140 0.006 -0.031
H 1.21377 -5.51394 -0.78337 -0.018 0.002 -0.097
H -0.41131 -5.72932 -1.46017 0.164 0.057 -0.015
H 2.00284 -3.31581 -0.67539 0.129 -0.008 0.035
H 3.76306 -0.17722 -0.62902 0.011 -0.096 -0.007
H 3.46347 -1.75241 0.14835 -0.009 0.003 -0.044
```
Positions in Å, forces in eV/Å.

Values from the calculation:
ΔE to the lowest compared entry with this formula, charge and spin = 6.7 kJ/mol
SMILES = COc1cc(CNCc2ccccc2Cl)ccc1OCC(=O)NC1CCCCC1
frontier orbital gap = 0.3314 Ha
HOMO level = -0.3074 Ha
lowest unoccupied orbital energy = 0.0239 Eh


A molecular structure, C8H24BaN2O10. Source: OMol25; level of theory: ωB97M-V with the def2-TZVPD basis set.

The geometry in XYZ format:
```
45
Properties=species:S:1:pos:R:3:forces:R:3
Ba -0.31405 0.70813 1.01113 0.730 -0.775 0.044
N 3.54362 -0.46958 1.10384 3.060 -0.231 1.181
O 3.98894 -0.81588 2.17907 -0.089 -0.745 2.018
O 4.30555 -0.47681 0.15375 0.691 0.034 -2.766
O 2.42053 -0.03132 1.00351 -4.231 1.449 -0.676
N -0.06324 -1.45906 3.84983 1.889 -2.106 2.580
O -0.84749 -1.00913 3.03345 -2.744 1.961 -2.783
O -0.48775 -1.89108 4.93138 -0.268 0.178 0.162
O 1.12464 -1.53683 3.56295 0.742 0.234 -0.261
C -0.37840 2.48336 -3.35611 -1.246 0.655 -0.166
C -1.45116 1.74399 -2.55828 0.015 0.974 -1.358
O -0.77709 0.80547 -1.80983 0.240 -1.201 2.394
H 0.12761 1.80534 -4.04339 0.133 0.066 0.088
H 0.30872 2.97889 -2.67024 0.124 -0.275 -0.043
H -0.87515 3.26922 -3.92510 0.140 0.129 -0.339
H -2.23515 1.27516 -3.15297 0.158 -0.212 -0.580
H -2.04992 2.41095 -1.93800 0.519 0.048 0.535
H -0.36100 0.13511 -2.35671 0.007 0.017 -0.515
C -3.94935 -2.06343 1.25595 -0.958 -0.188 0.405
C -4.07586 -0.68199 0.67352 0.207 0.426 -0.273
O -2.83623 -0.32236 0.02977 -0.541 0.319 0.471
H -4.88723 -2.30205 1.75750 -0.067 0.024 0.397
H -3.13475 -2.11662 1.97825 0.030 -0.026 -0.096
H -3.88321 -2.85961 0.51445 0.455 0.195 -0.275
H -4.34155 0.08653 1.39939 0.513 -0.127 0.340
H -4.86683 -0.56038 -0.06653 -0.189 -0.466 -0.185
H -2.86070 -0.88738 -0.74596 0.695 0.038 -0.522
C 1.14817 -3.48380 -0.05407 0.341 -0.715 0.250
C -0.24467 -2.87780 0.08629 1.877 -2.013 0.472
O -0.11952 -1.58086 -0.37570 -0.917 1.849 0.052
H 1.20996 -4.42046 0.49996 -0.101 -0.452 -0.459
H 1.96531 -2.91496 0.38954 -0.466 0.639 0.181
H 1.42061 -3.57775 -1.10529 -0.052 -0.415 -0.075
H -0.49661 -2.98018 1.14183 -0.420 0.862 -0.036
H -0.96032 -3.44684 -0.50712 -0.209 -0.003 0.018
H -0.17003 -1.60449 -1.33408 0.012 -0.010 -0.299
C 3.45596 3.46442 0.38365 0.881 0.412 -0.307
C 2.56924 2.77078 -0.61863 1.802 0.115 0.467
O 1.29348 2.77290 -0.05716 -1.640 -0.740 -0.222
H 3.52789 2.90263 1.31495 0.120 -0.145 -0.161
H 3.10963 4.46655 0.63641 -0.291 0.160 -0.068
H 4.43403 3.61528 -0.07323 0.291 -0.169 0.293
H 2.97655 1.76835 -0.75032 -0.634 -0.328 0.205
H 2.64531 3.23515 -1.60183 -0.464 0.353 -0.116
H 1.09132 3.67243 0.21039 -0.147 0.206 0.030
```
Positions in Å, forces in eV/Å.

Values from the calculation:
multiplicity = 2
total charge = -1
frontier orbital gap (spin up / spin down) = 0.0875 / 0.2791 Ha
HOMO level (spin up / spin down) = -0.0237 / -0.1933 Ha
lowest unoccupied orbital energy (spin up / spin down) = 0.0638 / 0.0859 Eh
expectation value of S² = 0.75


A molecular structure, C35H36ClNO8P2PdS. Source: OMol25; level of theory: ωB97M-V with the def2-TZVPD basis set.

The geometry in XYZ format:
```
85
Properties=species:S:1:pos:R:3:forces:R:3
Pd 2.40688 1.12665 0.62027 0.188 -0.838 0.189
O 5.33296 3.96820 -0.72277 0.018 -0.098 0.019
Cl 4.11528 3.29688 -0.43281 0.415 -0.338 -0.094
O 3.23522 4.09640 0.35460 -0.206 0.317 0.286
O 4.43866 2.05868 0.36747 -0.621 0.348 -0.233
O 3.44829 2.85571 -1.63195 0.096 -0.006 -0.067
C -0.93040 1.03062 0.23673 0.052 -0.033 -0.058
P 0.53137 1.70256 -0.62654 -0.066 0.235 -0.268
C 0.55254 1.09053 -2.32439 0.078 -0.031 0.040
C -0.31056 1.58913 -3.29870 0.008 0.026 0.044
C -0.26258 1.07964 -4.58470 -0.045 0.004 -0.022
C 0.63056 0.06393 -4.89795 0.014 -0.016 -0.004
C 1.48442 -0.44218 -3.92848 -0.005 -0.001 -0.044
C 1.45398 0.07590 -2.64244 -0.056 0.061 -0.012
C 0.31025 3.48880 -0.67637 -0.072 -0.017 0.088
C 0.79626 4.26082 -1.72836 -0.024 -0.027 -0.043
C 0.69433 5.64089 -1.67383 0.001 0.011 -0.013
C 0.12703 6.25743 -0.56854 0.003 -0.005 0.018
C -0.33757 5.49224 0.49191 0.007 0.030 0.012
C -0.24184 4.11264 0.44246 -0.020 -0.032 -0.009
P -1.40826 -0.68057 -0.31645 -0.179 0.229 0.059
C -2.57266 -0.26759 -1.68485 0.049 -0.028 0.052
C -2.41842 -0.96142 -2.87927 0.034 -0.023 0.016
C -3.26098 -0.71803 -3.95614 0.008 -0.015 -0.054
C -4.25999 0.23450 -3.84888 -0.023 0.010 0.003
C -4.42832 0.93047 -2.65622 -0.030 0.016 -0.009
C -3.59688 0.67227 -1.58001 0.004 0.000 0.004
C -2.65630 -1.06712 0.98032 0.080 -0.058 -0.020
C -2.96092 -0.27632 2.08297 0.002 0.025 -0.013
C -3.92588 -0.68005 2.99834 -0.003 0.010 0.033
C -4.59753 -1.87811 2.82429 -0.015 -0.010 0.011
C -4.29673 -2.67990 1.73040 -0.025 -0.023 0.014
C -3.33051 -2.27992 0.82494 0.029 0.004 -0.037
H -1.76626 1.72622 0.14858 0.032 0.044 0.001
H -0.61854 0.96242 1.28120 -0.067 -0.018 -0.008
H -1.02077 2.36883 -3.05065 0.007 0.013 -0.006
H -0.93303 1.46627 -5.34122 0.002 0.006 0.007
H 0.66388 -0.33089 -5.90555 0.004 0.000 0.003
H 2.18802 -1.22512 -4.17908 0.006 -0.004 0.023
H 2.13763 -0.29686 -1.88895 0.045 -0.038 0.018
H 1.28026 3.79002 -2.57240 -0.028 -0.008 -0.002
H 1.07817 6.23666 -2.49145 -0.001 -0.002 0.002
H 0.06082 7.33677 -0.52422 -0.002 0.000 -0.011
H -0.76214 5.97144 1.36429 -0.002 -0.001 0.000
H -0.57444 3.52167 1.28719 -0.001 0.015 0.001
H -1.61581 -1.68568 -2.96984 -0.007 0.001 -0.011
H -3.12838 -1.26428 -4.88188 0.008 0.002 0.011
H -4.91470 0.43318 -4.68796 0.002 -0.001 0.003
H -5.21759 1.66615 -2.56535 0.004 -0.001 0.000
H -3.75905 1.19744 -0.64511 0.005 0.007 0.007
H -2.45735 0.66789 2.24387 -0.008 -0.003 -0.002
H -4.15259 -0.04979 3.84942 0.004 -0.005 -0.006
H -5.34986 -2.18914 3.53763 0.004 -0.001 -0.005
H -4.81282 -3.62092 1.58798 0.004 0.004 0.000
H -3.09430 -2.91382 -0.02368 -0.003 -0.008 0.008
C 3.41935 0.74201 5.26361 -0.023 0.046 -0.053
N 2.30486 1.09861 4.39992 0.038 -0.143 0.001
C 1.09337 0.30061 4.54648 0.050 0.034 -0.012
C 2.48828 1.86066 3.33694 -0.092 0.132 -0.001
O 1.62214 2.05033 2.45990 -0.078 0.281 0.114
H 3.09397 0.75818 6.30348 0.021 0.013 -0.012
H 4.22859 1.45714 5.13287 0.018 -0.017 -0.005
H 3.77116 -0.25807 5.00437 0.010 -0.005 0.042
H 0.80149 0.29964 5.59599 -0.008 -0.021 0.004
H 1.29402 -0.71558 4.20294 -0.061 0.023 0.050
H 0.30403 0.73448 3.94187 -0.001 -0.018 -0.019
H 3.46833 2.34652 3.25945 0.042 -0.056 0.039
C 0.50806 -6.94755 -0.71190 0.017 0.002 -0.007
C 0.95900 -5.61842 -0.17323 -0.015 -0.016 -0.009
C 1.63274 -5.52884 1.03807 0.013 0.017 0.026
C 2.06317 -4.30239 1.52736 0.044 0.022 0.048
C 1.81799 -3.15888 0.79071 -0.081 0.053 0.023
C 1.14096 -3.22240 -0.42150 0.036 0.032 -0.019
C 0.71577 -4.44845 -0.89438 0.013 0.012 0.022
S 2.32658 -1.58039 1.38357 -0.338 0.018 -0.043
O 3.21712 -1.01568 0.34541 0.161 0.041 -0.068
O 2.94013 -1.75142 2.67934 -0.058 -0.032 -0.067
O 1.09988 -0.72565 1.41134 0.576 -0.018 0.072
H 0.52635 -7.71515 0.06052 -0.012 0.002 0.000
H 1.16296 -7.27472 -1.52209 -0.009 -0.003 -0.007
H -0.50387 -6.88333 -1.11278 -0.002 -0.018 -0.001
H 1.81988 -6.42854 1.61178 0.005 0.004 0.000
H 2.58374 -4.22030 2.47223 -0.007 -0.031 -0.010
H 0.92864 -2.31079 -0.96582 0.032 -0.088 -0.013
H 0.17844 -4.50379 -1.83430 0.003 0.007 -0.009
```
Positions in Å, forces in eV/Å.

Values from the calculation:
ΔE to the lowest compared entry with this formula, charge and spin = 58.4 kJ/mol
multiplicity = 3
frontier orbital gap (spin up / spin down) = 0.3308 / 0.2539 Ha
HOMO level (spin up / spin down) = -0.3125 / -0.3181 Ha
lowest unoccupied orbital energy (spin up / spin down) = 0.0183 / -0.0642 Eh
expectation value of S² = 2.01


Number 1: F_max 2.34 eV/A. Number 2: F_max 4.56 eV/A. Number 3: F_max 1.63 eV/A. Number 4: F_max 0.60 eV/A. Number 5: F_max 4.52 eV/A. Number 6: F_max 0.88 eV/A.